Arrangement 1

This record from OMol25 describes C5H8 in the gas phase. The level of theory is the ωB97M-V functional and the def2-TZVPD basis.

## Properties
**HOMO**: -9.241 eV
**SMILES string**: CC#CCC
**Lowest unoccupied orbital energy**: 1.086 eV
**Total charge**: 0

Geometry (Å):
H -1.70 -2.36 0.34
H 1.70 0.62 -0.57
H -0.40 -3.05 1.36
C 1.09 1.51 -0.75
H -0.99 0.97 -0.79
C -0.28 1.36 -0.06
C -0.65 -2.28 0.64
H 0.96 1.61 -1.83
C -0.28 0.28 0.93
C -0.40 -0.91 1.08
H -0.03 -2.42 -0.26
H 1.65 2.37 -0.38
H -0.68 2.31 0.30

***

Arrangement 2

This record from OMol25 describes C5H8 in the gas phase. The level of theory is the ωB97M-V functional and the def2-TZVPD basis.

## Properties
**HOMO**: -7.910 eV
**Lowest unoccupied orbital energy**: 0.018 eV
**Total charge**: 0

Geometry (Å):
H -0.75 1.32 0.42
H -2.84 0.24 0.94
C 0.14 -0.28 -0.52
C -2.23 -0.34 0.18
H -2.22 -1.35 0.45
H 2.10 -0.03 1.06
H -0.07 -1.32 -0.76
H 2.29 1.34 -0.10
H -2.84 -0.16 -0.61
C -0.95 0.32 -0.04
C 2.39 0.31 0.03
H 3.51 0.08 -0.08
C 1.49 -0.12 -0.99

***

Arrangement 3

This record from OMol25 describes C5H8 in the gas phase. The level of theory is the ωB97M-V functional and the def2-TZVPD basis.

## Properties
**HOMO**: -9.589 eV
**SMILES string**: C#CC(C)C
**Lowest unoccupied orbital energy**: 1.132 eV
**Total charge**: 0

Geometry (Å):
H -3.41 -0.55 0.48
C -2.43 -0.17 0.27
H 0.52 1.42 1.19
C 0.03 0.15 -0.55
C -1.30 -0.04 -0.07
H 0.52 -1.22 1.01
H 0.51 -2.30 -0.46
C 0.74 1.36 0.14
H 1.73 1.29 0.08
H 0.03 0.26 -1.72
C 0.81 -1.35 0.01
H 1.93 -1.18 -0.07
H 0.32 2.32 -0.30

***

Arrangement 4

This record from OMol25 describes C5H8 in the gas phase. The level of theory is the ωB97M-V functional and the def2-TZVPD basis.

## Properties
**HOMO**: -9.310 eV
**SMILES string**: CC#CCC
**Lowest unoccupied orbital energy**: 1.036 eV
**Total charge**: 0

Geometry (Å):
C -0.43 0.07 0.21
H -1.71 -0.53 -1.29
H -1.28 -1.83 -0.16
H 1.07 -1.88 -1.15
H -0.20 -2.18 -2.34
C 0.20 -1.43 -1.67
H 1.00 1.33 2.89
C 0.54 1.90 1.90
H 1.41 2.55 1.33
H 0.58 -0.60 -2.25
C -0.89 -0.96 -0.69
H -0.34 2.65 2.29
C 0.04 0.91 0.93

***

Which of them is most stable, and which least? Most stable: arrangement 4; least stable: arrangement 2.

***

Arrangement 1

This record from OMol25 describes C9H18OSi2 in the gas phase. The level of theory is the ωB97M-V functional and the def2-TZVPD basis.

## Properties
**HOMO**: -8.175 eV
**SMILES string**: C/C=C1/C[C@H]2CC[C@]1([SiH2]O[SiH3])C2
**Lowest unoccupied orbital energy**: 0.773 eV
**Total charge**: 0

Geometry (Å):
H -2.10 -3.18 0.38
Si 0.99 3.44 -2.00
H 1.48 -2.29 1.62
C -0.15 -2.68 -0.09
H 2.44 0.05 1.26
C -0.66 -0.50 -0.08
H 0.00 -3.80 -0.35
C 1.42 0.35 1.24
C -1.37 -2.55 0.88
C 1.07 1.76 1.47
C -1.66 -1.09 0.99
H 1.99 2.57 -1.65
O -0.40 2.62 -1.71
H 1.86 2.44 1.78
H 0.69 4.06 -3.21
H 0.84 4.57 -1.07
Si -1.30 1.41 -1.13
H 2.00 -2.18 -0.03
H -1.49 0.78 -2.37
H -1.30 -0.67 1.91
H -1.92 2.01 -0.01
H -1.15 -3.11 1.73
H -1.35 -1.77 -1.72
C 0.67 -0.57 0.60
H 0.54 2.20 0.68
H 0.42 -1.22 -1.73
C -0.47 -1.62 -1.14
H 0.56 1.83 2.42
C 1.13 -2.00 0.56
H -2.80 -0.86 0.77

***

Arrangement 2

This record from OMol25 describes C9H18OSi2 in the gas phase. The level of theory is the ωB97M-V functional and the def2-TZVPD basis.

## Properties
**HOMO (alpha / beta)**: -6.996 / -7.514 eV
**SMILES string**: C/C=[Si](\C)O[Si](C)(C)C1=C(C)C1
**Lowest unoccupied orbital energy (alpha / beta)**: -0.011 / -0.076 eV
**Total charge**: 0

Geometry (Å):
C -3.45 -0.20 0.86
H 1.89 0.90 2.32
H -0.31 3.61 -2.30
C -0.87 1.96 0.07
H -1.95 -3.80 0.54
H -0.88 2.56 1.01
Si -0.78 -1.83 1.07
H 2.34 -0.79 -2.22
O 0.81 -1.62 0.47
C 2.76 -0.96 -1.21
H -1.80 1.42 -0.06
C -1.07 -3.31 0.13
H -3.70 -0.64 -0.14
C 0.25 2.16 -0.85
H -4.24 -0.74 1.45
H -0.21 -3.92 0.04
C 2.56 0.34 1.70
H 3.77 -0.51 -1.25
C -1.99 -0.33 1.17
Si 1.63 -0.26 0.11
H 3.03 -0.62 2.08
H 2.99 -1.94 -1.08
C 0.42 2.84 -2.11
H 0.06 2.16 -3.08
H -1.62 0.16 2.01
C 0.31 1.07 -0.18
H -1.27 -2.95 -0.83
H 1.43 3.35 -2.20
H -3.57 0.92 0.95
H 3.44 0.99 1.54

***

Which of them is most stable, and which least? Most stable: arrangement 1; least stable: arrangement 2.

***

Arrangement 1

This record from OMol25 describes a 13-piece molecular cluster, C37H100O13 overall. The level of theory is the ωB97M-V functional and the def2-TZVPD basis.

## Properties
**HOMO**: -9.581 eV
**Lowest unoccupied orbital energy**: 0.302 eV
**Total charge**: 0

Geometry (Å):
O 16.59 18.64 17.43
H 11.88 13.20 14.60
C 7.60 15.97 16.80
H 12.76 17.10 17.55
H 11.26 11.67 19.38
H 15.55 21.49 18.70
C 12.19 15.51 8.78
H 14.62 9.25 12.66
H 8.28 14.75 12.48
H 11.25 16.36 17.65
O 6.18 16.65 15.02
H 15.38 20.01 19.54
H 14.26 14.88 15.37
H 14.32 16.94 16.03
H 9.50 16.47 15.06
O 14.12 9.14 11.80
H 12.25 17.31 7.63
H 12.61 19.52 17.06
C 15.66 19.75 17.48
H 13.84 13.14 15.83
H 10.15 12.31 12.16
C 12.92 16.66 8.16
C 8.62 16.94 14.72
H 14.69 14.83 21.08
H 14.23 18.33 14.97
C 15.71 20.66 16.31
C 15.93 20.43 18.78
C 11.22 18.52 19.39
C 7.51 16.09 15.32
H 14.63 13.50 19.93
H 12.17 11.16 17.90
H 18.20 15.94 11.12
H 15.96 9.47 18.02
H 16.71 13.81 11.16
H 11.71 14.91 8.01
H 12.44 14.00 22.01
H 9.98 12.82 17.58
H 14.61 8.84 9.39
C 11.31 10.92 18.57
H 14.64 19.32 17.45
C 15.63 10.93 11.02
H 10.56 19.30 19.80
H 8.98 13.36 9.84
H 11.48 9.89 18.89
O 16.03 17.41 14.95
H 7.59 15.10 14.86
H 7.87 10.53 17.76
C 13.46 14.19 15.60
C 13.38 9.36 15.79
H 10.35 17.45 12.28
C 10.96 18.35 12.49
H 14.17 14.33 12.95
H 9.37 12.92 13.70
H 16.39 10.26 10.62
H 16.68 21.22 16.31
H 10.48 15.08 12.56
O 13.00 17.02 12.27
H 16.42 14.93 9.78
H 13.90 19.48 11.30
H 12.29 18.58 19.76
C 14.65 17.34 15.08
H 14.56 10.60 17.95
H 13.62 15.14 10.29
H 8.54 17.03 13.63
H 17.34 18.11 11.71
H 11.63 17.32 16.18
O 9.93 12.13 16.96
C 8.31 13.86 10.54
O 17.35 15.65 12.82
H 15.65 20.04 15.35
H 12.87 14.67 16.39
H 16.44 16.64 14.52
C 13.18 19.40 12.09
H 12.10 18.05 10.66
H 5.57 15.91 14.90
O 12.37 14.18 18.74
H 16.47 17.61 10.27
H 15.66 17.43 11.85
H 15.33 14.95 11.25
C 12.28 18.21 11.73
C 14.38 14.57 20.10
H 13.24 9.44 14.72
H 16.42 10.43 16.13
O 11.71 19.72 17.29
H 15.71 11.79 10.38
H 8.58 17.96 15.11
H 13.35 17.24 8.94
H 8.95 9.69 19.04
C 16.37 14.82 10.86
H 11.23 13.46 20.86
H 14.31 8.82 18.31
H 13.69 16.42 7.41
C 17.17 15.94 11.44
O 10.07 14.84 11.71
H 8.35 12.11 12.49
H 8.60 15.45 17.08
O 11.32 16.13 9.73
H 12.73 13.53 12.26
H 15.86 11.20 12.09
H 12.34 15.57 20.09
H 10.09 18.60 17.56
H 14.74 21.20 16.34
H 13.62 19.36 13.09
H 7.97 14.74 10.05
C 14.92 9.52 17.74
C 16.64 17.37 11.27
C 14.81 9.31 16.27
C 14.28 10.25 10.94
H 15.21 8.31 16.04
H 13.85 12.60 13.25
C 8.80 10.61 18.48
O 15.60 10.26 15.60
H 12.65 13.69 9.97
C 10.05 10.91 17.69
H 16.49 18.21 16.60
H 12.71 8.57 16.13
H 6.78 15.33 17.16
H 12.75 12.68 20.90
H 12.55 13.24 18.67
H 14.22 16.83 14.27
H 8.60 11.45 19.21
C 11.13 18.55 17.89
H 17.64 14.70 12.85
H 14.12 10.39 8.72
C 9.24 12.75 12.62
H 12.84 10.22 16.23
H 10.93 15.53 10.37
O 11.82 15.11 13.96
H 13.53 11.01 11.14
C 11.70 17.25 17.27
C 13.15 14.59 9.52
C 8.93 14.04 11.87
H 11.25 18.50 13.58
C 13.95 9.69 9.53
H 12.35 15.86 13.73
H 10.74 17.62 19.78
H 12.51 16.27 11.87
H 10.37 19.17 12.04
H 10.19 10.19 16.88
H 14.89 15.11 19.30
C 12.27 13.68 20.98
H 12.91 9.44 9.52
C 12.64 13.95 14.33
C 13.41 13.54 13.12
H 7.49 13.10 10.62
H 7.59 16.96 17.40
H 17.01 20.45 18.94
C 12.80 14.60 19.97
H 12.60 20.38 12.08
H 14.02 14.29 8.94

***

Arrangement 2

This record from OMol25 describes a 13-piece molecular cluster, C37H100O13 overall. The level of theory is the ωB97M-V functional and the def2-TZVPD basis.

## Properties
**HOMO**: -9.060 eV
**Lowest unoccupied orbital energy**: 0.340 eV
**Total charge**: 0

Geometry (Å):
C -2.63 1.79 2.38
C -0.47 -1.08 0.11
H 1.96 2.86 3.77
H -1.18 0.97 -0.47
C 3.49 -3.35 0.96
H -5.03 1.62 -5.63
H 5.71 2.51 -1.60
H -2.78 -3.73 3.98
H 2.46 -3.27 1.31
H 3.76 -3.30 6.39
H -6.73 0.34 -2.32
C -0.87 0.03 -0.93
H -2.44 -2.25 -4.02
H 5.38 1.31 4.37
C 0.03 4.28 0.54
H 0.12 -5.18 -2.36
C -5.05 1.58 -4.54
O 1.28 3.38 4.20
C 2.32 0.40 -5.75
H -4.37 4.54 3.62
H -2.15 3.34 3.77
H -0.80 -1.81 -3.72
H 1.78 0.68 -7.80
H -1.51 -1.93 5.18
H 3.52 -1.06 -5.35
O 3.45 -0.14 -5.07
O -0.90 5.45 -1.21
H -1.23 5.42 -2.11
C 3.36 1.08 -1.87
H 5.61 0.38 1.72
H 4.02 -2.44 1.25
O 4.84 -0.66 -1.37
O 0.03 -2.20 -0.61
H -1.39 -1.37 0.60
O 2.88 -2.47 -1.17
C -1.36 -3.84 -3.19
H 4.33 2.66 4.40
C -3.84 2.17 -3.83
C 0.06 -4.43 -3.15
H 2.95 0.57 4.07
H 4.11 0.14 6.53
H 5.13 0.54 -2.95
H 3.45 1.17 -7.39
H -1.06 -2.66 -5.15
H -0.51 2.94 5.32
H -0.95 3.48 -1.19
C -6.51 -0.34 -1.50
H 3.99 -0.06 1.15
C 0.73 -0.63 1.06
H 3.07 -1.77 3.67
H -5.08 0.52 -4.30
H 1.70 4.91 -1.69
H 3.96 -1.04 -1.44
H 4.92 -2.56 5.29
C 4.92 2.05 3.71
H -2.64 0.43 -3.61
H -5.98 2.09 -4.29
H -3.53 2.78 5.19
H -7.46 -0.89 0.35
H 1.30 3.07 -1.77
C 0.98 4.11 -1.83
H 1.62 -4.67 -0.75
O -6.71 -1.71 -1.84
H -4.07 -1.31 2.55
H -8.57 -0.19 -0.85
H 1.60 -1.00 4.30
H -1.67 1.86 -3.74
H 2.91 1.33 -0.91
C -3.77 -2.36 2.60
H -1.96 0.99 2.71
H 3.05 -0.55 -7.62
H -2.13 2.29 1.56
H 6.82 1.21 -1.35
H 0.44 0.30 1.55
H -5.22 -0.58 0.10
H 2.40 -1.42 6.65
H 4.69 -0.65 2.74
H -3.44 3.45 -5.09
H 3.69 2.17 1.94
H 0.31 -0.03 -6.01
H -2.43 1.15 -5.18
H -2.29 -0.72 4.23
H 0.95 -1.42 1.78
C 4.58 0.18 2.03
H 2.71 0.29 -2.26
H 0.72 4.30 -2.87
C -0.26 4.29 -0.94
H 0.82 -3.68 -2.92
H 0.78 1.82 5.46
H -4.72 0.85 -0.74
H 0.56 3.43 0.98
H 1.96 -2.50 -0.91
O -3.75 3.51 -4.19
C 2.39 -1.73 4.52
H -7.57 0.83 0.04
H 0.00 0.21 -1.56
H 5.52 1.63 -0.12
H -0.04 1.82 3.96
H -4.39 -0.78 -1.42
H 5.51 2.78 3.17
O 3.61 -0.04 5.73
H -3.55 1.32 2.02
O -1.79 -3.60 -1.87
H 0.36 -4.88 -4.09
H -7.51 -1.73 -2.36
H -3.06 -2.55 1.80
H 2.05 1.42 -5.46
H 3.24 1.96 -2.50
H -0.68 -2.69 -1.02
C -1.99 -1.77 4.21
C 3.47 -3.60 -0.57
H -4.96 3.34 2.56
H -2.75 -3.59 -1.91
C 0.31 2.49 4.75
C 5.79 1.51 -1.17
H 2.81 -5.03 -2.05
O -4.16 -2.43 4.96
H 3.06 -5.72 -0.53
H -4.07 2.17 -2.77
H -3.76 4.43 1.92
C -5.11 -0.15 -0.90
H 1.87 -2.69 4.52
H -1.21 -1.99 3.48
H 1.62 -0.39 0.48
O 2.75 1.04 3.26
C -1.42 -2.62 -4.12
H 4.46 -3.62 -1.01
H -1.63 -0.32 -1.63
C -4.04 3.88 2.81
C -3.03 2.82 3.37
C 2.68 -4.81 -0.99
C 2.68 0.41 -7.26
C 3.10 -1.37 5.82
H 0.84 -0.41 -4.36
H -1.99 -4.62 -3.62
C 4.79 0.65 -1.92
C -7.56 -0.15 -0.44
H -4.70 -2.93 2.50
C 1.11 -0.47 -5.42
H -0.89 4.34 1.13
H 0.65 5.15 0.74
H 4.74 -1.98 7.03
O -3.63 2.17 4.46
C -2.58 1.39 -4.13
H 1.29 -1.51 -5.71
C -3.21 -2.73 3.94
C 4.25 -2.36 6.13
C 3.99 1.41 2.67
H 4.08 -4.12 1.46
H -4.48 -1.54 4.79

***

Which of them is most stable, and which least? Most stable: arrangement 2; least stable: arrangement 1.

***

Arrangement 1

This record from OMol25 describes an isolated ion of composition C3H8NO2 and charge -1. The level of theory is the ωB97M-V functional and the def2-TZVPD basis.

## Properties
**HOMO**: -2.266 eV
**SMILES string**: N[C@@H](C[O-])CO
**Lowest unoccupied orbital energy**: 4.065 eV
**Total charge**: -1

Geometry (Å):
H 0.73 0.20 -1.95
H -1.10 -0.16 -1.04
H 1.71 0.44 -0.35
O -0.77 2.37 -0.32
H -0.64 -0.74 1.68
C -0.43 -0.03 -0.19
H -1.42 1.30 1.26
H 1.69 -1.70 -0.14
C 0.96 -0.08 -0.94
H -1.38 -1.73 0.68
N -0.56 -1.15 0.75
O 1.43 -1.45 -1.03
C -0.61 1.32 0.51
H 0.38 1.41 1.07

***

Arrangement 2

This record from OMol25 describes an isolated ion of composition C3H8NO2 and charge -1. The level of theory is the ωB97M-V functional and the def2-TZVPD basis.

## Properties
**HOMO**: -2.454 eV
**SMILES string**: [O-]CNCCO
**Lowest unoccupied orbital energy**: 3.945 eV
**Total charge**: -1

Geometry (Å):
C -0.27 -0.43 0.47
H -0.63 0.06 2.53
H 0.24 0.99 -2.53
C -0.46 0.62 -1.76
H -1.32 -0.23 0.28
H -0.06 -1.48 0.65
N 0.46 0.12 -0.67
C 0.12 0.28 1.76
H 0.25 1.35 1.62
H -1.02 1.43 -1.23
H 1.08 -0.58 -1.06
H 2.04 -0.08 1.71
O 1.33 -0.29 2.32
O -1.28 -0.29 -2.29

***

Arrangement 3

This record from OMol25 describes an isolated ion of composition C3H8NO2 and charge -1. The level of theory is the ωB97M-V functional and the def2-TZVPD basis.

## Properties
**HOMO**: -2.178 eV
**SMILES string**: N[C@@H](C[O-])CO
**Lowest unoccupied orbital energy**: 4.056 eV
**Total charge**: -1

Geometry (Å):
H 0.77 1.17 -1.54
H -0.49 -1.90 -1.48
H 1.37 -0.56 -1.76
H -1.44 -0.49 -1.39
H -1.45 -0.88 1.81
H 0.01 1.02 1.55
H -1.05 1.40 0.15
H 0.75 -0.98 0.54
C 1.24 0.28 -1.03
O 2.22 0.79 -0.27
C -0.66 0.60 0.81
N -0.86 -1.17 -0.90
O -1.74 0.00 1.57
C 0.03 -0.39 -0.08

***

Which of them is most stable, and which least? Most stable: arrangement 2; least stable: arrangement 3.

***

Arrangement 1

This record from OMol25 describes a 2-piece molecular cluster, CH3FO2S overall. The level of theory is the ωB97M-V functional and the def2-TZVPD basis.

## Properties
**HOMO (alpha / beta)**: -9.614 / -9.604 eV
**SMILES string**: O=S.OCF
**Lowest unoccupied orbital energy (alpha / beta)**: -1.803 / -1.827 eV
**Total charge**: 0

Geometry (Å):
S -3.61 -1.09 -0.08
F 1.56 1.54 -0.32
C 1.38 0.12 -0.11
H 1.74 -0.08 0.95
H -0.60 0.03 0.29
H 2.21 -0.21 -0.94
O 0.09 -0.16 -0.44
O -2.77 -0.16 0.65

***

Arrangement 2

This record from OMol25 describes a 2-piece molecular cluster, CH3FO2S overall. The level of theory is the ωB97M-V functional and the def2-TZVPD basis.

## Properties
**HOMO (alpha / beta)**: -9.442 / -10.609 eV
**Lowest unoccupied orbital energy (alpha / beta)**: -1.368 / -1.239 eV
**Total charge**: 0

Geometry (Å):
H -1.34 -1.34 -0.45
S 0.53 1.73 -0.65
O 1.03 0.79 -1.57
H -0.65 -1.58 1.17
O -1.00 0.34 0.71
H 0.45 -0.85 0.02
F 1.66 1.84 0.50
C -0.68 -0.93 0.27

***

Arrangement 3

This record from OMol25 describes a 2-piece molecular cluster, CH3FO2S overall. The level of theory is the ωB97M-V functional and the def2-TZVPD basis.

## Properties
**HOMO**: -10.805 eV
**Lowest unoccupied orbital energy**: -1.561 eV
**Total charge**: 0

Geometry (Å):
O 1.55 -0.18 -1.42
H -1.57 -0.91 0.41
H -1.46 0.89 0.66
C -1.33 0.05 0.00
H -1.52 0.18 -1.05
O 1.75 -1.13 0.89
F 1.43 1.33 0.55
S 1.15 -0.23 -0.04

***

Which of them is most stable, and which least? Most stable: arrangement 3; least stable: arrangement 2.